No. 1
The following is a quantum chemistry calculation of C22H21BrCsN5O12 as an isolated structure in a non-equilibrium geometry, from the OMol25 dataset.

XYZ file:
```
62
Properties=species:S:1:pos:R:3
Cs -1.39 -0.49 -0.62
O -1.56 -0.36 -3.14
C -0.36 -0.02 -3.10
O 0.55 -0.60 -2.46
C 0.03 1.28 -3.80
C 0.25 1.32 -5.13
C 0.65 2.54 -5.75
C 0.83 3.68 -5.01
C 0.58 3.67 -3.65
C 0.12 2.47 -2.95
O -0.16 2.40 -1.74
N 0.81 4.93 -2.95
O 0.49 5.03 -1.78
O 1.44 5.81 -3.54
N 0.88 2.59 -7.17
O 1.26 3.64 -7.69
O 0.78 1.54 -7.81
H 0.14 0.43 -5.74
H 1.15 4.59 -5.48
C 3.53 0.53 -1.07
O 3.33 1.04 0.24
C 2.49 2.18 0.21
C 2.17 2.59 1.62
O 1.09 1.89 2.20
C -0.18 2.42 1.85
H 4.02 1.28 -1.71
H 2.59 0.24 -1.54
H 4.18 -0.33 -0.99
H 1.57 1.97 -0.35
H 2.99 3.01 -0.32
H 1.99 3.67 1.66
H 3.05 2.37 2.24
H -0.32 3.40 2.32
H -0.93 1.73 2.21
H -0.29 2.54 0.76
O 2.59 -6.57 0.49
C 1.77 -5.47 0.39
C 2.27 -4.18 0.39
C 1.36 -3.14 0.29
N 0.04 -3.33 0.19
C -0.39 -4.56 0.18
Br -2.27 -4.80 0.00
C 0.41 -5.69 0.28
H 3.50 -6.26 0.55
H 3.33 -3.98 0.48
H 1.70 -2.11 0.30
H 0.00 -6.69 0.28
O -2.52 -0.41 1.48
N -2.10 -1.58 1.70
N -2.35 -2.12 2.84
O -1.87 -3.33 3.07
C -3.11 -1.52 3.91
C -3.12 -2.25 5.10
C -3.82 -1.79 6.20
C -4.52 -0.59 6.14
C -4.51 0.13 4.96
C -3.81 -0.31 3.84
H -2.58 -3.18 5.11
H -3.82 -2.37 7.12
H -5.07 -0.22 7.01
H -5.05 1.07 4.90
H -3.80 0.26 2.93
```

Values from the calculation:
charge: -2
E_HOMO: -0.094 hartree

***

No. 2
The following is a quantum chemistry calculation of C22H21Cl2F7N4O3PRe as an isolated structure in a non-equilibrium geometry, from the OMol25 dataset.

XYZ file:
```
61
Properties=species:S:1:pos:R:3
Re -1.16 -4.78 0.15
C 0.74 1.66 3.50
C -0.76 1.78 3.19
N -1.11 0.82 2.16
C -1.51 -0.39 2.54
C -1.54 -1.50 1.73
C -2.07 -2.77 2.34
O -2.72 -2.73 3.34
O -1.77 -3.88 1.70
C -1.07 -1.40 0.38
O -0.87 -2.34 -0.41
C -0.83 -0.03 -0.07
C -0.56 0.19 -1.42
C -0.39 1.46 -1.90
F -0.18 1.62 -3.22
C -0.46 2.60 -1.05
C -0.64 2.35 0.31
C -0.85 1.06 0.82
N -0.32 3.89 -1.52
C 0.14 4.20 -2.87
C 0.49 5.69 -2.96
N 1.10 6.12 -1.68
C 0.12 6.06 -0.55
C -0.96 5.02 -0.89
H 1.01 2.34 4.29
H 1.33 1.89 2.61
H 0.96 0.64 3.81
H -1.01 2.80 2.89
H -1.34 1.55 4.09
H -1.82 -0.51 3.57
H -0.54 -0.65 -2.09
H -0.65 3.18 0.99
H -0.62 3.97 -3.63
H 1.02 3.59 -3.08
H -0.39 6.31 -3.15
H 1.19 5.84 -3.79
H 1.48 7.07 -1.77
H 1.89 5.49 -1.49
H -0.33 7.04 -0.39
H 0.66 5.77 0.36
H -1.70 5.46 -1.56
H -1.50 4.74 0.01
Cl 1.13 -4.03 2.93
C 2.33 -4.20 1.73
C 3.67 -3.93 1.95
C 4.57 -4.10 0.91
C 4.18 -4.57 -0.34
C 2.84 -4.86 -0.58
Cl 2.30 -5.46 -2.07
C 1.88 -4.64 0.45
N 0.59 -4.79 0.26
H 3.99 -3.60 2.92
H 5.61 -3.87 1.08
H 4.89 -4.72 -1.13
F -1.33 -5.99 -1.40
P -3.06 -5.50 -2.03
F -2.63 -6.09 -3.41
F -3.50 -6.89 -1.44
F -4.47 -4.98 -2.40
F -3.17 -4.89 -0.42
F -2.31 -4.11 -2.33
```

Values from the calculation:
⟨S²⟩: 2.29
charge: +2
E_HOMO (alpha / beta): -0.504 / -0.503 hartree
multiplicity: 3

***

DFT total energy values, unit eV, following the record order: -125758.01437 -90734.07420.
Energy relative to the best compared isomer or geometry (same formula, charge and spin) values, unit eV, following the record order: 2.400 1.687.